Below is C20H20ClN3O2SZr as an isolated structure, with properties calculated with ωB97M-V with the def2-TZVPD basis set.

Molecular weight   493.14 g mol⁻¹
Relative energy (zero: lowest compared OMol25 entry of this formula, charge and spin)   0.0 kcal per mole
Charge   0
HOMO-LUMO gap   6.1 eV
E_LUMO   -1.17 eV

```
48
Properties=species:S:1:pos:R:3:lowdin_charge:R:1
Zr 0.4648 -0.4587 -0.2766 1.811
Cl -1.4811 6.8413 -0.0794 0.673
C -0.9609 5.2121 -0.3645 -0.667
C -0.4335 4.8681 -1.6187 -0.071
C -0.0089 3.5900 -1.8778 0.020
C -0.0912 2.5887 -0.8884 -0.318
O 0.3209 1.3839 -1.1528 -0.222
C -0.6344 2.9490 0.3725 -0.130
C -0.7670 1.9823 1.4140 -0.137
O -0.4552 0.7865 1.3410 -0.108
C -1.0635 4.2692 0.6170 -0.052
H -0.3657 5.6292 -2.3846 0.113
H 0.3952 3.3197 -2.8436 0.127
H -1.1895 2.3326 2.3655 0.149
H -1.4754 4.5263 1.5850 0.120
C 2.0521 0.4205 2.7611 -0.032
C 2.2965 -0.0963 1.3815 -0.449
C 2.8520 0.5641 0.2809 -0.083
C 3.0396 -0.4118 -0.7196 -0.090
C 2.5996 -1.6295 -0.1793 -0.462
C 2.6511 -2.9896 -0.7972 -0.029
N 2.0953 -1.4269 1.0843 0.022
H 2.9179 0.1970 3.3867 0.089
H 1.1811 -0.0543 3.2087 0.080
H 1.9089 1.5010 2.7572 0.079
H 3.0845 1.6157 0.2123 0.124
H 3.4331 -0.2622 -1.7126 0.125
H 3.4755 -3.5588 -0.3645 0.089
H 2.8004 -2.9175 -1.8726 0.081
H 1.7316 -3.5450 -0.6170 0.064
S -0.3656 -3.3598 -3.8435 0.625
C 0.1020 -2.1600 -2.9205 -0.958
N 0.4736 -1.2604 -2.2380 -0.099
C -0.4193 -3.5365 1.6105 -0.051
C -1.4884 -2.7750 0.8963 -0.358
C -2.8214 -3.0723 0.8272 -0.063
C -3.4370 -2.0803 0.0132 -0.062
C -2.4582 -1.2106 -0.3707 -0.377
C -2.5876 0.0125 -1.2263 -0.045
N -1.2368 -1.6216 0.1620 -0.125
H -0.8858 -4.2815 2.2537 0.076
H 0.2125 -2.8909 2.2201 0.054
H 0.2371 -4.0728 0.9204 0.060
H -3.2980 -3.9155 1.3018 0.097
H -4.4787 -2.0090 -0.2586 0.098
H -3.6116 0.0864 -1.5885 0.086
H -1.9297 -0.0180 -2.0996 0.065
H -2.3808 0.9387 -0.6782 0.059
```

***

Below is a single C20H20ClN3O3 molecule, with properties calculated with ωB97M-V with the def2-TZVPD basis set.

Molecular weight   385.85 g mol⁻¹
Relative energy (zero: lowest compared OMol25 entry of this formula, charge and spin)   58.4 kcal per mole
Charge   0
HOMO-LUMO gap   7.6 eV
SMILES   O=C(O)/C=C\C(=O)Nc1ccc(N2CCN(c3cccc(Cl)c3)CC2)cc1
E_LUMO   0.23 eV

```
47
Properties=species:S:1:pos:R:3:lowdin_charge:R:1
O 6.7105 4.5498 -3.0630 0.111
C 5.8178 3.7534 -3.2059 -0.523
O 5.1210 3.2658 -2.1692 0.111
C 5.3926 3.2341 -4.5214 0.012
C 4.5712 2.2069 -4.7185 0.033
C 3.9573 1.3485 -3.6483 -0.489
O 4.4124 0.2529 -3.4041 0.088
N 2.8534 1.9036 -3.0913 0.127
C 2.0425 1.3993 -2.0649 -0.225
C 0.9791 2.1814 -1.6209 -0.025
C 0.1442 1.7368 -0.6204 -0.021
C 0.3265 0.4824 -0.0238 -0.233
N -0.4996 0.0924 1.0223 -0.105
C -1.9337 0.2722 0.9129 -0.133
C -2.5688 -0.9935 0.3079 -0.134
N -2.2743 -2.1701 1.0961 -0.100
C -3.1055 -2.5668 2.1271 -0.224
C -2.9074 -3.8058 2.7540 -0.029
C -3.7583 -4.2498 3.7429 -0.084
C -4.8474 -3.4937 4.1459 -0.128
C -5.0538 -2.2777 3.5216 -0.674
Cl -6.4021 -1.2955 3.9925 0.667
C -4.2076 -1.8064 2.5357 -0.059
C -0.8400 -2.3558 1.1989 -0.131
C -0.2004 -1.0896 1.7994 -0.137
C 1.4041 -0.2866 -0.4741 -0.014
C 2.2478 0.1601 -1.4718 -0.002
H 5.4849 3.6049 -1.3363 0.142
H 5.8639 3.7426 -5.3513 0.120
H 4.3787 1.8576 -5.7251 0.123
H 2.6257 2.8455 -3.3795 0.147
H 0.8120 3.1565 -2.0579 0.111
H -0.6476 2.3866 -0.2814 0.106
H -2.1670 1.1315 0.2879 0.109
H -2.3345 0.4461 1.9173 0.125
H -3.6455 -0.8812 0.1896 0.118
H -2.1340 -1.1526 -0.6867 0.132
H -2.0927 -4.4418 2.4459 0.103
H -3.5794 -5.2092 4.2047 0.106
H -5.5162 -3.8394 4.9165 0.099
H -4.4169 -0.8416 2.1048 0.092
H -0.4456 -2.5331 0.1929 0.124
H -0.6046 -3.2135 1.8246 0.109
H -0.6238 -0.9358 2.8000 0.132
H 0.8778 -1.2034 1.9036 0.118
H 1.5991 -1.2603 -0.0543 0.100
H 3.0670 -0.4575 -1.7986 0.102
```

***

Below is C20H20F10N3OSiTa as an isolated structure in a non-equilibrium geometry, with properties calculated with ωB97M-V with the def2-TZVPD basis set.

Molecular weight   717.41 g mol⁻¹
Charge   +2
HOMO-LUMO gap   7.0 eV
E_LUMO   -7.82 eV

```
56
Properties=species:S:1:pos:R:3:lowdin_charge:R:1
Ta 0.2402 -0.0552 0.3733 2.025
C 1.6330 -2.1436 2.3598 -0.015
N 1.2261 -2.0945 0.9350 -0.316
C 2.3977 -2.2464 0.0505 -0.151
C 3.2102 -0.9759 0.1032 -0.182
N 2.2787 0.1650 0.0964 -0.145
C 2.8388 1.4149 -0.2338 -0.149
C 4.1840 1.7357 -0.4589 -0.121
F 5.1509 0.8250 -0.3651 0.127
C 4.5827 3.0308 -0.7712 -0.119
F 5.8580 3.2643 -0.9833 0.187
C 3.6692 4.0734 -0.8520 -0.120
F 4.0603 5.2920 -1.1400 0.191
C 2.3312 3.7998 -0.6135 -0.134
F 1.4039 4.7374 -0.6654 0.171
C 1.9860 2.5031 -0.3165 -0.103
F 0.6485 2.2252 -0.0257 -0.014
C 0.1861 -3.1076 0.6530 -0.146
C -1.1027 -2.6870 1.3319 -0.175
N -1.1629 -1.2190 1.3162 -0.159
C -2.2961 -0.6151 1.8797 -0.158
C -2.2433 0.7513 2.1063 -0.104
F -1.0188 1.3524 1.7658 -0.014
C -3.2482 1.5365 2.6194 -0.136
F -3.0723 2.8341 2.7727 0.175
C -4.4349 0.9108 2.9728 -0.120
F -5.4335 1.6057 3.4639 0.191
C -4.5454 -0.4627 2.7904 -0.118
F -5.6616 -1.0752 3.1141 0.187
C -3.5019 -1.2136 2.2597 -0.123
F -3.7082 -2.5195 2.1099 0.131
H 2.1038 -3.1067 2.5675 0.124
H 0.7658 -2.0327 3.0063 0.097
H 2.3463 -1.3522 2.5833 0.100
H 2.0340 -2.4176 -0.9637 0.136
H 3.0059 -3.1018 0.3515 0.153
H 3.8485 -0.9578 -0.7770 0.139
H 3.8616 -0.9405 0.9777 0.133
H 0.5002 -4.0916 1.0061 0.153
H 0.0478 -3.1506 -0.4279 0.130
H -1.1660 -3.0623 2.3546 0.137
H -1.9324 -3.1166 0.7735 0.136
C -1.8467 1.9776 -1.9982 -0.143
Si -1.3563 0.2864 -2.6582 0.462
C -2.7953 -0.8940 -2.7215 -0.143
C -0.2410 0.2520 -4.1437 -0.142
O -0.3668 -0.2404 -1.3151 -0.428
H -2.6941 2.3703 -2.5644 0.057
H -1.0421 2.7088 -2.0845 0.037
H -2.1654 1.9159 -0.9521 0.025
H -3.4212 -0.6415 -3.5810 0.055
H -3.4213 -0.8359 -1.8295 0.038
H -2.4686 -1.9273 -2.8538 0.044
H -0.7862 0.5882 -5.0283 0.055
H 0.1007 -0.7662 -4.3404 0.047
H 0.6332 0.8944 -4.0301 0.041
```